[1]
ORCA calculation (ωB97M-V/def2-TZVPD) on a gas-phase ion, C13H10F3O5S (charge -1).

As for the gap between HOMO and LUMO: 5.59 eV. The SMILES is Cc1ccc([C@@H]([C@@H]2C=C([O-])OC2=O)S(=O)(=O)C(F)(F)F)cc1. For the maximum force, the calculation gives 0.1056 hartree/bohr.

```
! wB97M-V def2-TZVPD RIJCOSX def2/J DEFGRID3
* xyz -1 1
C -2.61 3.72 -1.42
C -1.91 2.49 -0.96
C -1.78 1.40 -1.81
C -1.19 0.22 -1.40
C -0.59 0.17 -0.14
C 0.39 -0.95 0.25
C 1.97 -0.72 0.25
C 2.59 -0.10 -0.85
C 4.06 -0.35 -0.91
O 5.01 0.26 -1.38
O 4.23 -1.52 -0.11
C 3.07 -1.67 0.68
O 3.05 -2.48 1.57
S -0.53 -1.69 1.74
O 0.39 -1.37 2.81
O -1.92 -1.28 1.86
C -0.53 -3.55 1.58
F -0.83 -4.07 2.78
F -1.48 -3.89 0.68
F 0.66 -4.04 1.17
C -0.88 1.18 0.79
C -1.46 2.36 0.36
H -2.62 4.50 -0.65
H -2.11 4.12 -2.31
H -3.65 3.52 -1.71
H -2.18 1.47 -2.82
H -1.04 -0.64 -2.06
H 0.57 -1.73 -0.50
H 1.37 -0.19 1.19
H 2.06 0.55 -1.56
H -0.53 1.12 1.83
H -1.61 3.17 1.07
*
```


[2]
ORCA calculation (ωB97M-V/def2-TZVPD) on C20H30N2O6S in the gas phase.

As for the gap between HOMO and LUMO: 9.31 eV. The value obtained for the relative energy (zero: lowest compared OMol25 entry of this formula, charge and spin) is 10.3 kcal/mol. The SMILES is COc1ccc(S(=O)(=O)N2CCCCCC2)cc1C(=O)OCC(=O)NCC(C)C. For the maximum force, the calculation gives 0.0202 hartree/bohr.

```
! wB97M-V def2-TZVPD RIJCOSX def2/J DEFGRID3
* xyz 0 1
C 2.97 1.29 1.80
O 2.40 0.46 0.81
C 1.20 -0.13 1.06
C 0.42 0.16 2.18
C -0.77 -0.50 2.39
C -1.19 -1.48 1.52
S -2.77 -2.28 1.81
O -2.99 -2.33 3.22
O -2.80 -3.49 1.05
N -3.78 -1.12 1.18
C -4.86 -0.62 2.00
C -5.93 -1.65 2.38
C -6.12 -2.75 1.33
C -6.24 -2.25 -0.11
C -4.88 -2.19 -0.81
C -3.96 -1.11 -0.26
C -0.43 -1.79 0.41
C 0.75 -1.11 0.16
C 1.51 -1.49 -1.07
O 1.54 -2.61 -1.52
O 2.11 -0.44 -1.64
C 2.90 -0.68 -2.80
C 4.11 0.25 -2.85
O 4.82 0.31 -3.83
N 4.31 0.95 -1.72
C 5.34 1.96 -1.61
C 4.81 3.38 -1.90
C 5.97 4.37 -1.93
C 3.76 3.80 -0.87
H 3.97 1.53 1.44
H 3.05 0.78 2.76
H 2.39 2.22 1.92
H 0.74 0.91 2.89
H -1.38 -0.28 3.26
H -4.40 -0.24 2.92
H -5.30 0.22 1.47
H -5.65 -2.13 3.32
H -6.87 -1.12 2.54
H -5.28 -3.45 1.39
H -7.03 -3.31 1.60
H -6.88 -2.93 -0.67
H -6.72 -1.26 -0.13
H -4.39 -3.16 -0.70
H -5.03 -2.00 -1.88
H -4.33 -0.12 -0.53
H -2.96 -1.23 -0.69
H -0.75 -2.58 -0.26
H 2.29 -0.50 -3.69
H 3.23 -1.72 -2.82
H 3.63 0.87 -0.98
H 6.11 1.71 -2.34
H 5.77 1.93 -0.61
H 4.34 3.35 -2.89
H 6.69 4.08 -2.69
H 5.61 5.37 -2.16
H 6.47 4.39 -0.97
H 2.92 3.11 -0.86
H 3.38 4.79 -1.11
H 4.20 3.84 0.12
*
```


[3]
ORCA calculation (ωB97M-V/def2-TZVPD) on 2 unconnected molecules or ions with the total composition C11H13ClO2S.

As for the gap between HOMO and LUMO (alpha / beta): 8.17 / 8.17 eV. The value obtained for the relative energy (zero: lowest compared OMol25 entry of this formula, charge and spin) is 41.9 kcal/mol. For the maximum force, the calculation gives 0.0997 hartree/bohr.

```
! wB97M-V def2-TZVPD RIJCOSX def2/J DEFGRID3
* xyz 0 1
C -1.27 -1.18 -0.76
C -1.70 -0.32 1.50
C -2.42 -0.60 -1.22
C -2.88 0.23 1.05
C -0.90 -1.06 0.61
C -3.20 0.18 -0.35
C 2.28 -0.67 -0.78
C 1.50 -0.41 0.19
C 2.65 -2.01 -1.28
C 0.47 2.24 -0.41
C 1.34 1.91 0.72
O 0.80 -1.27 2.66
O 0.92 1.95 2.04
S 0.68 -1.67 1.21
Cl -4.52 1.02 -1.05
H -0.67 -1.91 -1.41
H -1.36 -0.40 2.50
H -2.68 -0.65 -2.32
H -3.49 0.64 1.79
H 2.90 0.23 -1.29
H 2.84 -2.08 -2.34
H 1.87 -2.74 -1.06
H 3.62 -2.35 -0.81
H 1.06 2.18 -1.29
H 0.15 3.28 -0.24
H -0.33 1.47 -0.46
H 2.41 2.05 0.68
H -0.08 1.94 2.08
*
```


[4]
ORCA calculation (ωB97M-V/def2-TZVPD) on 16 unconnected molecules or ions with the total composition C75H177N5O19.

As for the gap between HOMO and LUMO: 7.96 eV. The value obtained for the relative energy (zero: lowest compared OMol25 entry of this formula, charge and spin) is 0.0 kcal/mol. For the maximum force, the calculation gives 0.0608 hartree/bohr.

```
! wB97M-V def2-TZVPD RIJCOSX def2/J DEFGRID3
* xyz 0 1
C 5.75 4.15 4.85
C 4.95 3.18 5.84
C 3.53 2.89 5.36
C 3.45 1.82 4.25
C 4.11 0.47 4.65
C 5.56 0.71 5.11
N 5.62 1.86 6.12
O 6.86 2.01 6.84
C 6.06 -0.65 5.73
C 6.52 0.95 3.93
C 4.79 3.95 7.19
H 6.58 3.68 4.31
H 6.26 4.93 5.42
H 5.13 4.62 4.09
H 2.86 2.55 6.15
H 3.17 3.83 4.93
H 3.84 2.10 3.27
H 2.38 1.76 4.02
H 4.01 -0.22 3.82
H 3.56 0.06 5.50
H 5.73 -0.67 6.78
H 5.53 -1.51 5.32
H 7.15 -0.75 5.75
H 6.47 0.06 3.29
H 6.33 1.78 3.25
H 7.54 1.03 4.30
H 4.38 4.94 6.96
H 5.73 4.04 7.74
H 4.13 3.38 7.84
H 7.44 2.39 6.17
C 0.35 1.05 -6.69
C -0.99 1.74 -6.35
C -0.63 2.89 -5.38
C -1.67 4.01 -5.32
C -2.08 4.51 -6.73
C -2.42 3.33 -7.75
N -1.45 2.23 -7.64
O -1.63 1.21 -8.60
C -3.88 2.92 -7.44
C -2.38 3.84 -9.15
C -1.95 0.83 -5.66
H 1.19 1.60 -7.12
H 0.29 0.27 -7.46
H 0.80 0.62 -5.80
H -0.40 2.54 -4.37
H 0.31 3.32 -5.73
H -1.22 4.80 -4.72
H -2.54 3.60 -4.79
H -1.31 5.16 -7.15
H -2.94 5.17 -6.58
H -4.05 3.02 -6.37
H -4.57 3.54 -8.00
H -4.06 1.87 -7.69
H -1.35 4.10 -9.41
H -2.78 3.17 -9.91
H -3.02 4.72 -9.21
H -1.55 0.32 -4.78
H -2.22 0.02 -6.34
H -2.90 1.31 -5.43
H -0.86 1.30 -9.17
C -0.11 -7.43 -7.40
C -1.04 -6.47 -6.59
C -1.48 -6.96 -5.18
C -2.06 -5.96 -4.18
C -0.96 -4.88 -4.05
C -0.55 -4.18 -5.34
N -0.28 -5.18 -6.42
O 0.21 -4.68 -7.58
C -1.62 -3.13 -5.78
C 0.75 -3.36 -5.05
C -2.29 -6.19 -7.41
H 0.84 -7.64 -6.91
H 0.09 -7.09 -8.42
H -0.59 -8.41 -7.47
H -2.31 -7.67 -5.29
H -0.70 -7.63 -4.80
H -2.21 -6.45 -3.22
H -2.97 -5.50 -4.59
H -0.13 -5.21 -3.41
H -1.28 -4.04 -3.42
H -2.63 -3.53 -5.76
H -1.57 -2.26 -5.12
H -1.42 -2.67 -6.75
H 1.54 -3.96 -4.61
H 1.07 -2.81 -5.94
H 0.61 -2.62 -4.26
H -2.02 -5.82 -8.40
H -2.82 -5.36 -6.94
H -3.00 -7.01 -7.57
H -0.58 -4.39 -8.06
C -2.59 0.78 -0.89
C -1.17 0.13 -0.71
C -0.56 -0.01 -2.13
C 0.92 -0.45 -2.12
C 1.76 0.60 -1.42
C 1.21 0.99 0.01
N -0.27 1.12 -0.02
O -0.78 1.48 1.24
C 1.63 -0.06 1.07
C 1.81 2.38 0.38
C -1.35 -1.25 -0.01
H -2.47 1.80 -1.26
H -3.08 0.89 0.07
H -3.25 0.23 -1.57
H -1.02 -0.92 -2.52
H -0.77 0.84 -2.79
H 1.20 -0.53 -3.17
H 1.10 -1.46 -1.75
H 1.90 1.50 -2.02
H 2.76 0.23 -1.20
H 1.14 0.13 2.03
H 1.41 -1.08 0.76
H 2.71 0.05 1.21
H 2.91 2.35 0.37
H 1.52 3.13 -0.36
H 1.52 2.73 1.37
H -2.18 -1.77 -0.49
H -1.57 -1.16 1.06
H -0.43 -1.82 -0.03
H -0.98 2.42 1.16
C 0.11 -1.12 8.93
C -1.30 -0.61 8.55
C -1.52 0.79 9.05
C -0.90 1.93 8.20
C -1.39 1.79 6.81
C -1.19 0.37 6.18
N -1.58 -0.69 7.11
O -1.42 -1.96 6.59
C -2.07 0.35 4.88
C 0.30 0.32 5.68
C -2.23 -1.56 9.28
H 0.30 -2.18 8.73
H 0.30 -1.00 10.00
H 0.89 -0.64 8.35
H -2.59 0.85 9.27
H -1.06 0.82 10.04
H 0.19 1.91 8.23
H -1.26 2.88 8.59
H -0.90 2.50 6.13
H -2.45 2.09 6.80
H -3.12 0.61 5.05
H -1.71 1.12 4.19
H -2.09 -0.62 4.38
H 0.46 -0.43 4.90
H 0.76 1.21 5.24
H 0.95 0.07 6.53
H -1.96 -2.60 9.08
H -3.25 -1.31 8.98
H -2.17 -1.37 10.35
H -2.24 -2.41 6.83
C -1.92 5.53 -0.61
C -0.46 5.49 -1.04
C -0.06 6.62 -2.03
O 0.30 5.79 0.05
H -2.05 6.14 0.28
H -2.24 4.51 -0.46
H -2.66 6.02 -1.26
H -0.17 4.51 -1.44
H -0.78 6.74 -2.83
H 0.89 6.40 -2.51
H 0.09 7.58 -1.52
H 1.23 5.73 -0.22
C 0.94 -3.12 3.53
C 2.33 -2.78 4.04
C 2.52 -3.06 5.53
O 3.14 -3.53 3.25
H 0.14 -3.02 4.27
H 0.87 -4.12 3.08
H 0.63 -2.50 2.69
H 2.47 -1.72 3.81
H 3.59 -2.98 5.74
H 2.21 -4.09 5.75
H 2.01 -2.33 6.14
H 2.92 -4.45 3.43
C -7.02 -3.26 1.44
C -5.96 -2.40 2.22
C -4.81 -1.83 1.39
O -6.65 -1.34 2.85
H -7.72 -3.68 2.16
H -6.63 -4.21 1.08
H -7.48 -2.75 0.59
H -5.44 -3.07 2.92
H -4.38 -0.95 1.87
H -5.11 -1.55 0.38
H -3.98 -2.54 1.30
H -7.23 -0.91 2.22
C -5.99 3.03 -3.96
C -6.50 3.17 -2.53
C -5.41 2.61 -1.53
O -6.70 4.59 -2.30
H -5.95 2.00 -4.30
H -5.03 3.52 -4.15
H -6.80 3.60 -4.42
H -7.46 2.67 -2.36
H -5.76 2.76 -0.51
H -4.45 3.08 -1.73
H -5.21 1.55 -1.65
H -6.52 4.76 -1.37
C -3.88 -6.93 0.30
C -3.88 -5.59 -0.48
C -2.58 -4.75 -0.60
O -4.40 -5.84 -1.78
H -3.26 -7.61 -0.29
H -4.89 -7.33 0.34
H -3.51 -6.78 1.32
H -4.66 -4.97 -0.03
H -2.44 -4.24 0.36
H -2.64 -3.97 -1.36
H -1.74 -5.44 -0.68
H -5.20 -6.36 -1.81
C 3.66 -1.10 -4.48
C 5.03 -1.16 -3.75
C 6.14 -1.89 -4.46
O 5.45 0.15 -3.32
H 3.68 -1.28 -5.56
H 3.15 -0.15 -4.31
H 2.95 -1.78 -4.02
H 4.78 -1.73 -2.84
H 6.90 -2.03 -3.68
H 6.59 -1.27 -5.24
H 5.83 -2.88 -4.80
H 5.96 0.03 -2.51
C 0.27 3.78 3.92
C -0.90 4.62 3.46
C -0.64 6.11 3.73
O -1.05 4.36 2.06
H 0.05 2.72 3.79
H 0.44 3.97 4.99
H 1.23 4.01 3.45
H -1.75 4.26 4.04
H -0.48 6.44 4.76
H -1.49 6.65 3.31
H 0.18 6.53 3.14
H -0.57 5.00 1.51
C 1.30 -4.15 -0.19
C 2.13 -5.00 -1.14
C 3.62 -5.26 -0.71
O 1.51 -6.21 -1.17
H 1.49 -4.33 0.87
H 0.25 -4.39 -0.35
H 1.44 -3.10 -0.44
H 2.03 -4.59 -2.15
H 3.68 -5.61 0.33
H 4.24 -4.37 -0.83
H 4.04 -6.02 -1.37
H 1.95 -6.69 -1.89
C 6.48 -1.42 0.13
C 5.30 -1.68 1.14
O 5.41 -2.89 1.88
O 6.45 -0.15 -0.45
H 6.42 -2.19 -0.64
H 7.42 -1.64 0.63
H 4.41 -1.82 0.51
H 5.20 -0.82 1.80
H 4.52 -3.04 2.24
H 6.68 0.45 0.27
C -4.08 2.61 2.64
C -5.46 2.06 2.51
O -6.40 3.14 2.58
O -3.67 3.24 1.45
H -3.33 1.82 2.73
H -3.95 3.22 3.54
H -5.61 1.32 3.30
H -5.64 1.62 1.53
H -7.26 2.71 2.63
H -2.82 3.68 1.57
C 2.83 4.58 -2.39
C 3.97 3.51 -2.50
O 3.82 2.59 -3.58
O 2.88 5.20 -1.12
H 1.87 4.09 -2.55
H 2.89 5.31 -3.20
H 3.93 2.90 -1.60
H 4.99 3.89 -2.56
H 4.27 1.75 -3.40
H 3.70 5.71 -1.11
*
```


no.,E (eV)
1,-42865.756
2,-47327.680
3,-39065.456
4,-126988.616